Entry 1:
{
  "formula": "C30H61N3O9P",
  "method": "ωB97M-V/def2-TZVPD",
  "homo_lumo_gap_ha": 0.295,
  "lumo_ev": -2.43,
  "largest_force_ev_per_a": 1.4,
  "total_energy_ev": -64280.63722,
  "charge": 1,
  "species": ["C", "N", "C", "C", "C", "N", "C", "C", "P", "O", "O", "O", "N", "H", "H", "H", "H", "H", "H", "H", "H", "H", "H", "H", "H", "H", "C", "C", "C", "O", "C", "H", "H", "H", "H", "H", "H", "H", "H", "C", "C", "C", "O", "C", "H", "H", "H", "H", "H", "H", "H", "H", "C", "C", "C", "O", "C", "H", "H", "H", "H", "H", "H", "H", "H", "C", "C", "C", "O", "C", "H", "H", "H", "H", "H", "H", "H", "H", "C", "C", "C", "O", "C", "H", "H", "H", "H", "H", "H", "H", "H", "C", "C", "C", "O", "C", "H", "H", "H", "H", "H", "H", "H", "H"],
  "xyz": [[-0.83095, 0.93659, 1.38156], [0.12319, 1.17170, 0.27941], [1.51230, 0.98970, 0.65972], [1.97113, 2.04736, 1.60723], [3.23096, 2.51733, 1.84802], [3.12366, 3.51143, 2.78829], [1.84475, 3.65659, 3.14003], [1.30148, 4.62376, 4.12616], [-0.44388, 5.08566, 3.80552], [-0.83752, 4.72164, 2.43989], [-1.29097, 4.41503, 4.95287], [-0.55394, 6.63117, 4.09736], [1.14644, 2.77826, 2.43061], [-0.31134, 0.57706, 2.26276], [-1.62081, 0.26086, 1.08068], [-1.29830, 1.88640, 1.65127], [-0.07077, 0.52145, -0.46869], [2.12679, 1.11068, -0.22857], [1.74299, -0.00080, 1.06908], [4.11180, 2.14909, 1.35970], [3.90782, 4.02856, 3.14752], [1.43506, 4.26669, 5.14453], [1.89523, 5.53265, 4.05407], [-1.33035, 3.45850, 4.81349], [-0.39541, 7.06191, 3.24475], [0.14107, 2.70551, 2.49435], [-4.51910, -2.51302, -1.03707], [-3.89364, -3.16628, 0.18908], [-2.41204, -3.13253, -0.16101], [-2.21590, -1.96512, -0.97113], [-3.49074, -1.44550, -1.37380], [-5.51035, -2.10302, -0.85409], [-4.59215, -3.23631, -1.85264], [-4.09203, -2.55882, 1.07065], [-4.25695, -4.17503, 0.38039], [-2.11708, -4.01188, -0.74295], [-1.76783, -3.06914, 0.71793], [-3.68312, -0.52199, -0.81517], [-3.45739, -1.20560, -2.43684], [-1.87991, -0.00805, -4.54429], [-0.86432, -1.11420, -4.26763], [-0.46528, -1.52135, -5.67884], [-0.58014, -0.34919, -6.48794], [-1.27420, 0.66989, -5.76647], [-2.02072, 0.67519, -3.70740], [-2.84903, -0.44539, -4.79623], [-0.00210, -0.70492, -3.73496], [-1.26135, -1.94154, -3.68142], [-1.14191, -2.28566, -6.07676], [0.55620, -1.89995, -5.73812], [-0.55427, 1.44271, -5.47441], [-2.02197, 1.12341, -6.41718], [-1.14840, 0.11734, 6.92076], [0.27817, -0.09675, 6.42332], [0.06711, -0.21191, 4.92088], [-1.06849, 0.61087, 4.60318], [-1.73426, 0.98804, 5.82137], [-1.20667, 0.58363, 7.90199], [-1.67659, -0.83639, 6.96459], [0.89250, 0.77723, 6.65611], [0.76292, -0.97353, 6.84675], [-0.15991, -1.24052, 4.62757], [0.93010, 0.12879, 4.34330], [-1.53871, 2.04813, 6.02498], [-2.80770, 0.85289, 5.69583], [2.95679, -2.41851, -8.96796], [1.62042, -3.12416, -8.75878], [2.06660, -4.49371, -8.26574], [3.29090, -4.28568, -7.55594], [3.77597, -2.96556, -7.80700], [2.88577, -1.33214, -8.95937], [3.39760, -2.72442, -9.91923], [1.04565, -2.61184, -7.98471], [1.00673, -3.17660, -9.65636], [2.25957, -5.17442, -9.10155], [1.34226, -4.96324, -7.59901], [3.63024, -2.36303, -6.90261], [4.84392, -3.01192, -8.02249], [8.73320, 2.89661, -0.50386], [8.02979, 1.55844, -0.71440], [6.82027, 1.70082, 0.19653], [6.48851, 3.09430, 0.22116], [7.55544, 3.85038, -0.37352], [9.40583, 3.16920, -1.31413], [9.30785, 2.87626, 0.42443], [7.70970, 1.46219, -1.75359], [8.64406, 0.69518, -0.46676], [7.05321, 1.38438, 1.21993], [5.95692, 1.13137, -0.15632], [7.22220, 4.20796, -1.35217], [7.77374, 4.71362, 0.25470], [-7.43737, -1.83048, 4.19800], [-6.41076, -2.92772, 4.46270], [-6.03029, -3.34261, 3.04848], [-6.16285, -2.17207, 2.23285], [-6.85412, -1.15460, 2.96554], [-7.57225, -1.14328, 5.03149], [-8.40660, -2.27376, 3.96185], [-5.54280, -2.51171, 4.98061], [-6.79489, -3.75590, 5.05521], [-6.70689, -4.11228, 2.66382], [-5.00781, -3.71545, 2.97689], [-6.13436, -0.37554, 3.24241], [-7.61531, -0.70936, 2.32497]],
  "forces_ev_per_angstrom": [[0.4, 0.6, -0.4], [0.0, -0.3, 0.2], [-0.1, 0.2, -0.2], [0.6, 0.3, 0.3], [-0.9, -0.9, -0.7], [0.1, -0.2, -0.1], [-0.1, 0.0, 0.0], [0.2, 0.2, -0.1], [-0.4, -0.1, -0.7], [0.2, -0.3, 0.0], [0.3, 0.3, 0.3], [0.2, -0.3, 0.3], [0.3, 0.0, 0.3], [-0.1, -0.5, 0.2], [-0.1, -0.2, 0.1], [-0.3, 0.0, 0.0], [-0.1, 0.1, -0.1], [0.1, -0.1, -0.2], [-0.1, -0.1, 0.2], [0.5, 0.5, 0.2], [0.0, 0.2, 0.1], [-0.1, -0.1, 0.1], [0.0, 0.2, 0.0], [-0.3, -0.1, 0.1], [-0.2, 0.4, 0.1], [-0.2, 0.1, -0.3], [0.0, -0.1, -0.1], [0.1, 0.0, 0.1], [0.0, -0.1, -0.1], [0.0, 0.1, 0.1], [0.0, 0.1, 0.1], [0.0, 0.0, 0.1], [0.0, 0.0, 0.0], [0.0, 0.0, 0.0], [0.0, 0.0, 0.0], [0.0, 0.0, 0.0], [0.0, 0.0, 0.0], [0.0, 0.0, 0.0], [0.1, 0.0, 0.0], [0.0, -0.1, 0.0], [0.0, 0.0, 0.0], [-0.1, 0.0, -0.1], [0.0, 0.0, 0.0], [0.1, 0.0, 0.0], [0.0, 0.0, 0.0], [0.0, 0.0, 0.0], [0.0, 0.0, 0.0], [0.0, 0.0, 0.0], [0.0, 0.0, 0.0], [0.0, 0.0, 0.0], [0.0, 0.0, 0.0], [0.0, 0.0, 0.0], [0.0, -0.1, 0.0], [0.0, 0.1, 0.0], [0.0, -0.1, 0.0], [0.1, 0.3, 0.2], [0.0, -0.1, -0.1], [0.0, 0.0, 0.0], [0.0, 0.0, 0.0], [0.0, 0.0, 0.0], [0.0, 0.0, 0.0], [0.0, 0.0, 0.0], [0.0, 0.0, 0.0], [0.0, 0.0, 0.1], [0.0, 0.0, -0.1], [0.0, -0.1, -0.1], [-0.1, 0.1, 0.1], [0.1, 0.0, -0.1], [0.0, 0.0, 0.0], [-0.1, 0.0, 0.1], [0.0, 0.0, 0.0], [0.0, 0.0, 0.0], [0.0, 0.0, 0.0], [0.0, 0.0, 0.0], [0.0, 0.0, 0.0], [0.0, 0.0, 0.0], [0.0, 0.0, 0.0], [0.0, 0.0, 0.0], [0.0, 0.0, 0.1], [0.0, 0.0, -0.1], [0.0, 0.0, 0.1], [-0.1, -0.1, 0.1], [0.0, 0.0, -0.1], [0.0, 0.0, 0.0], [0.0, 0.0, 0.0], [0.0, 0.0, 0.0], [0.0, 0.0, 0.0], [0.0, -0.1, 0.0], [0.0, 0.0, 0.0], [0.0, 0.0, 0.0], [-0.1, 0.0, 0.0], [-0.1, -0.1, 0.0], [0.1, 0.1, 0.0], [-0.1, 0.0, -0.1], [0.0, 0.0, 0.2], [0.1, 0.0, 0.0], [0.0, 0.0, 0.0], [0.0, 0.0, 0.0], [0.0, 0.0, 0.0], [0.0, 0.0, 0.0], [0.0, 0.0, 0.0], [0.0, 0.0, 0.0], [0.0, 0.0, 0.0], [0.0, 0.0, -0.1]]
}

Entry 2:
{
  "formula": "C4H5P",
  "method": "ωB97M-V/def2-TZVPD",
  "homo_lumo_gap_ha": [0.269, 0.291],
  "smiles": "C=CC1=PC1",
  "lumo_ev": [-0.99, -0.16],
  "largest_force_ev_per_a": 8.2,
  "total_energy_ev": -13512.23116,
  "species": ["C", "C", "C", "P", "C", "H", "H", "H", "H", "H"],
  "xyz": [[-1.76255, -0.39974, -0.00128], [-0.21275, -1.18390, 0.04390], [0.82329, -0.29538, -0.04743], [2.55871, -0.16170, 0.02141], [1.09869, 1.10436, 0.06820], [-2.75642, -0.78914, -0.07086], [-1.47210, 0.60896, 0.14631], [-0.29865, -2.11937, -0.32644], [1.07866, 1.58983, -0.86978], [0.94314, 1.64608, 1.03595]],
  "forces_ev_per_angstrom": [[6.1, -2.4, 0.4], [-5.9, 5.7, -0.6], [0.6, -2.2, 0.7], [-1.2, 0.2, 0.0], [1.0, 0.3, 1.6], [-0.1, -0.4, 0.0], [-0.8, 1.0, 0.1], [0.6, -3.2, -0.4], [-0.4, 1.2, -0.5], [0.0, -0.3, -1.2]]
}

The records above yield energy above the lowest of the compared OMol25 structures with the same formula, charge and spin values of 0.0; 84.9 kcal per mole, respectively.